This record from the OMol25 dataset describes a gas-phase ion, C5H9N2O (charge +1) in a non-equilibrium geometry. The level of theory is the ωB97M-V functional and the def2-TZVPD basis.

Atoms and positions in Å:
H: -1.2084 0.2862 -2.3225
H: -1.2253 2.3851 -0.2160
H: 1.8195 0.5529 1.2475
H: -0.5286 0.2149 1.7189
O: -0.3333 -2.7974 1.0133
C: 1.4542 -0.3340 1.0465
N: -0.3491 0.5122 -0.4391
H: 0.3369 2.3773 0.5342
C: -0.4680 -1.6038 0.2696
C: -0.0514 -0.2934 0.7701
H: 1.6987 -1.0911 1.8910
C: -0.2734 1.9424 -0.3594
H: 2.1572 -0.6697 0.2256
H: -1.1790 -2.2169 -1.6849
C: -0.8686 -0.2190 -1.3852
H: 0.0091 2.4677 -1.3197
N: -0.9906 -1.5135 -0.9901

Properties
Kohn-Sham gap	0.3440	hartree
net charge	+1
total energy	-10349.77159	eV
HOMO	-0.533	Eh
LUMO level	-5.2	eV



This record from the OMol25 dataset describes a molecular structure, C5H9N2O in a non-equilibrium geometry. The level of theory is the ωB97M-V functional and the def2-TZVPD basis.

Atoms and positions in Å:
N: -1.2043 -1.3371 -0.2017
H: -0.5577 -2.1253 -0.1114
H: 1.5619 -1.0739 -1.7731
O: 0.5653 1.5701 -0.2616
C: -0.9749 -0.0630 -0.5664
H: 3.4577 0.7754 -1.5139
N: -1.9053 0.8490 -0.7056
C: 1.5022 -0.1274 -1.3540
H: -1.6206 1.0375 1.9404
C: 2.4711 0.8556 -1.2044
H: -2.1471 -1.5245 -0.0982
C: 0.4131 0.3310 -0.7052
H: -1.0180 1.5678 1.8889
H: -2.9246 0.9757 -0.3076
C: 1.8266 1.9602 -0.6439
H: -1.4425 1.7594 -0.8398
H: 2.1277 2.9493 -0.4113

Properties
Kohn-Sham gap	0.3389	hartree
net charge	+1
total energy	-10350.38888	eV
HOMO	-0.490	Eh
LUMO level	-4.1	eV



This record from the OMol25 dataset describes a molecular structure, C5H9N2O2 in a non-equilibrium geometry. The level of theory is the ωB97M-V functional and the def2-TZVPD basis.

Atoms and positions in Å:
H: 1.2683 2.5346 0.2836
O: 1.5387 1.7291 -0.1865
H: 2.9338 -0.8914 0.9196
H: -2.5009 -2.0951 -0.0584
H: 2.9992 -0.6857 -0.8356
H: -1.8084 2.4344 -0.7664
C: 0.8366 0.6792 0.0769
H: 2.3877 -2.2052 -0.1384
N: -0.9996 0.6404 -0.1280
H: -2.9185 1.3048 0.0502
C: -1.2040 -0.6741 -0.0763
C: -1.9088 1.7194 0.0517
C: 2.4289 -1.1258 -0.0172
H: 0.0876 -2.4671 -0.0418
H: -1.7464 2.2286 1.0042
C: -0.0250 -1.4026 -0.0685
N: 1.0794 -0.5925 -0.0215
O: -2.4486 -1.1310 -0.0476

Properties
Kohn-Sham gap (alpha / beta)	0.2742 / 0.3039	hartree
net charge	+1
multiplicity	3
total energy	-12395.01761	eV
HOMO (alpha / beta)	-0.378 / -0.529	Eh
LUMO level (alpha / beta)	-2.8 / -6.1	eV